Record 1
DFT (ωB97M-V/def2-TZVPD) results for C40H49Br2N10O6S2 as an isolated structure.

Computed properties:
**Charge**: -1
**F_max**: 2.124 eV Å⁻¹
**LUMO level**: 1.925 eV
**HOMO energy**: -6.2 eV
**Gap between HOMO and LUMO**: 8.16 eV
**Energy**: -231216.4830 eV

Cartesian coordinates (Å):
O1 0.57855 -3.03361 -0.84512
C1 0.61950 -3.57507 -1.88784
Br1 2.10624 -4.83151 -2.23943
C2 -0.31924 -3.40466 -3.04573
S1 -1.33622 -1.91487 -2.95674
O2 -2.19665 -1.94218 -4.12214
O3 -0.39946 -0.82594 -3.02747
N1 -2.11576 -1.77792 -1.58025
S2 -3.00864 -3.07369 -1.18390
O4 -2.16503 -4.10520 -0.65243
O5 -4.00484 -2.64057 -0.24625
C3 -3.97678 -3.67286 -2.59447
C4 -3.50109 -4.95638 -3.21351
O6 -3.06838 -5.89870 -2.64664
Br2 -3.67260 -5.07814 -5.18598
H1 -0.88466 -4.30587 -3.22704
H2 0.30184 -3.27515 -3.92186
H3 -4.10039 -2.92166 -3.35545
H4 -4.96849 -3.87086 -2.20906
N2 2.81621 -1.09228 -0.29925
C5 4.01175 -0.47627 -0.04856
C6 4.20107 0.47943 -1.01246
C7 3.07070 0.43700 -1.87412
C8 2.23472 -0.54331 -1.40426
H5 2.41794 -1.83806 0.24265
H6 4.62430 -0.77206 0.78811
H7 5.05451 1.13483 -1.09047
H8 2.89007 1.05315 -2.73881
H9 1.27909 -0.90011 -1.75933
N3 -6.68840 -3.06787 1.00623
C9 -8.04476 -3.10759 1.17980
C10 -8.40598 -4.40640 1.42086
C11 -7.21493 -5.18002 1.39460
C12 -6.17474 -4.32434 1.13832
H10 -6.14458 -2.24649 0.80692
H11 -8.63578 -2.21020 1.11629
H12 -9.40838 -4.76073 1.59587
H13 -7.13208 -6.24342 1.54484
H14 -5.11826 -4.49947 1.03671
N4 3.91360 0.87018 3.29483
C13 3.49828 0.29678 4.46411
C14 3.38544 1.28742 5.40292
C15 3.74378 2.50901 4.77194
C16 4.06025 2.21755 3.47145
H15 4.08308 0.37847 2.43635
H16 3.32018 -0.76278 4.52806
H17 3.07970 1.15244 6.42668
H18 3.76561 3.48834 5.22024
H19 4.37681 2.85081 2.65830
N5 -3.92838 0.43015 -4.42965
C17 -4.23053 1.24495 -5.48068
C18 -5.13016 2.18571 -5.04502
C19 -5.37367 1.92344 -3.66981
C20 -4.61280 0.83436 -3.32325
H20 -3.29297 -0.35656 -4.45852
H21 -3.78263 1.08806 -6.44675
H22 -5.56245 2.97117 -5.64339
H23 -6.02907 2.47028 -3.01112
H24 -4.50028 0.31519 -2.38589
N6 9.19605 1.05067 -0.91128
C21 7.99211 0.84195 -0.29448
C22 7.82026 1.83354 0.63386
C23 8.96304 2.67691 0.57255
C24 9.79229 2.16835 -0.39105
H25 9.58185 0.47277 -1.63280
H26 7.36520 0.00972 -0.56750
H27 6.96863 1.94464 1.28552
H28 9.15177 3.55444 1.16895
H29 10.75058 2.50255 -0.74940
N7 -7.02802 -9.11218 2.68126
C25 -8.38256 -9.15277 2.85725
C26 -8.73589 -10.45327 3.09898
C27 -7.54381 -11.22703 3.07140
C28 -6.50818 -10.36951 2.81332
H30 -6.49619 -8.28479 2.48494
H31 -8.97526 -8.25652 2.79471
H32 -9.73609 -10.81065 3.27659
H33 -7.45762 -12.28963 3.22376
H34 -5.45135 -10.54480 2.71198
N8 5.59807 4.34180 -0.83392
C29 4.40482 4.11892 -0.21001
C30 4.22011 5.10941 0.71782
C31 5.35063 5.97018 0.64104
C32 6.18223 5.46801 -0.32725
H35 5.98783 3.76324 -1.55432
H36 3.79269 3.27445 -0.48040
H37 3.37284 5.20731 1.37532
H38 5.53209 6.85450 1.22999
H39 7.13355 5.81304 -0.69554
N9 -4.86365 5.30620 -2.39684
C33 -5.14507 5.95124 -1.22571
C34 -6.07276 6.92332 -1.49187
C35 -6.36479 6.85712 -2.88092
C36 -5.60377 5.84745 -3.40850
H40 -4.21425 4.54659 -2.50115
H41 -4.66285 5.66480 -0.30729
H42 -6.49557 7.60401 -0.77221
H43 -7.05416 7.47762 -3.42846
H44 -5.52519 5.46873 -4.41267
N10 7.50187 5.24173 3.04446
C37 8.45161 6.07796 3.56227
C38 8.64183 5.73826 4.87626
C39 7.77370 4.64964 5.15868
C40 7.08730 4.36634 4.00675
H45 7.15871 5.26796 2.09756
H46 8.90768 6.84107 2.95477
H47 9.32607 6.21565 5.55776
H48 7.66578 4.13328 6.09763
H49 6.34165 3.61985 3.79478

Forces on atoms 1 to 3 (eV/Å):
O 0.2 -0.1 0.0
C -0.3 0.2 0.5
Br -0.2 0.0 -0.2

---

Record 2
DFT (ωB97M-V/def2-TZVPD) results for one molecule with the formula C17H13N3O3S2.

Computed properties:
**Charge**: 0
**F_max**: 1.077 eV Å⁻¹
**LUMO level**: -0.144 eV
**HOMO energy**: -8.7 eV
**Gap between HOMO and LUMO**: 8.54 eV
**SMILES**: O=C(CSc1nc2ccccc2s1)N/N=C/c1ccc(C(=O)O)cc1
**Energy**: -50123.8462 eV

Cartesian coordinates (Å):
O1 1.57284 -0.49835 2.39067
C1 0.56864 0.15702 2.52882
C2 0.49110 1.25607 3.58660
S1 -0.54274 2.68498 3.14823
C3 0.28685 3.16904 1.70521
N1 1.23985 2.49427 1.18483
C4 1.72713 3.09631 0.06104
C5 2.76813 2.61955 -0.72827
C6 3.14777 3.35123 -1.83391
C7 2.50831 4.54403 -2.16347
C8 1.47023 5.03429 -1.39370
C9 1.08427 4.30611 -0.28302
S2 -0.16995 4.66107 0.87665
N2 -0.60484 -0.03742 1.86624
N3 -0.95567 -0.97356 0.95993
C10 -0.14793 -1.84945 0.50518
C11 -0.63145 -2.85001 -0.42852
C12 0.24651 -3.82965 -0.89924
C13 -0.19352 -4.81305 -1.76045
C14 -1.52552 -4.83227 -2.16978
C15 -2.04424 -5.87446 -3.07992
O2 -3.18208 -5.93595 -3.47629
O3 -1.11917 -6.77995 -3.44052
C16 -2.40588 -3.85052 -1.71087
C17 -1.96495 -2.87109 -0.85018
H1 1.50175 1.60487 3.79640
H2 0.05114 0.84786 4.49849
H3 3.25202 1.69497 -0.45825
H4 3.95492 2.99510 -2.45606
H5 2.82793 5.09726 -3.03333
H6 0.97326 5.95797 -1.64524
H7 -1.37693 0.58617 2.07907
H8 0.89968 -1.91265 0.78833
H9 1.27763 -3.81669 -0.57716
H10 0.48368 -5.57178 -2.12024
H11 -1.52049 -7.43568 -4.03163
H12 -3.43214 -3.88384 -2.04420
H13 -2.63338 -2.10904 -0.48289

Forces on atoms 1 to 3 (eV/Å):
O 0.1 -0.3 -0.1
C 0.0 0.1 0.2
C 0.0 0.3 -0.2

---

Record 3
DFT (ωB97M-V/def2-TZVPD) results for a 2-piece molecular cluster, C13H23N2O10 overall.

Computed properties:
**Charge**: -1
**F_max**: 1.902 eV Å⁻¹
**LUMO level**: 2.596 eV
**HOMO energy**: -5.9 eV
**Gap between HOMO and LUMO**: 8.51 eV
**Energy**: -37312.6336 eV

Cartesian coordinates (Å):
O1 -5.10249 3.58930 2.68046
O2 0.00904 1.09361 -0.18752
O3 -3.06411 1.46488 -1.55920
O4 -0.57606 -0.89298 0.53716
O5 6.16345 -2.64186 1.68348
O6 0.41565 -2.09473 -1.46374
O7 2.27986 0.10821 -0.95056
O8 4.56174 -1.18391 -1.36422
O9 3.55525 -3.09302 1.68690
O10 3.46590 -3.90944 -0.41533
C1 -4.55906 2.86034 1.86387
C2 -0.78684 0.33320 0.40962
C3 -2.92002 2.43861 -0.82776
N1 -3.30024 3.66301 -1.22075
N2 -3.25885 3.01366 1.61633
C4 -5.37818 1.80164 1.15485
C5 -3.83164 3.97146 -2.54586
C6 2.06216 -3.66513 -0.65083
C7 5.62635 -3.25137 0.49945
C8 1.82196 -2.28643 -1.26961
C9 2.41846 -1.19809 -0.35753
C10 3.90572 -1.47490 -0.12081
C11 4.12608 -2.92272 0.39022
C12 -2.02982 0.91062 1.09598
C13 -2.40274 2.32877 0.62436
H1 5.43277 -2.59929 2.33262
H2 0.01007 -1.62492 -0.67062
H3 1.35734 0.46298 -0.76263
H4 4.03504 -0.45716 -1.76139
H5 3.19885 -3.99686 1.71712
H6 -3.20913 4.41006 -0.55103
H7 -2.80876 3.69200 2.20729
H8 -6.40089 1.84497 1.52235
H9 -5.37375 1.97710 0.08241
H10 -4.96648 0.81915 1.36924
H11 -3.14327 3.59972 -3.30788
H12 -3.95596 5.04774 -2.66439
H13 -4.79415 3.47493 -2.67705
H14 1.67643 -4.42690 -1.33463
H15 1.49637 -3.74488 0.28275
H16 6.16699 -2.91176 -0.38907
H17 5.74702 -4.33689 0.56620
H18 2.31662 -2.25534 -2.24545
H19 1.90648 -1.21898 0.61112
H20 4.27060 -0.78196 0.64355
H21 -1.82928 0.94116 2.16863
H22 -2.86786 0.23432 0.93124
H23 -1.46663 2.88805 0.62066

Forces on atoms 1 to 3 (eV/Å):
O -0.2 0.3 0.4
O -0.7 1.0 0.1
O 0.3 0.5 0.5

---

Record 4
DFT (ωB97M-V/def2-TZVPD) results for one molecule with the formula C5H5NOS.

Computed properties:
**Charge**: 0
**F_max**: 3.421 eV Å⁻¹
**LUMO level**: 0.274 eV
**HOMO energy**: -8.7 eV
**Gap between HOMO and LUMO**: 9.00 eV
**SMILES**: C1=CC2=NOC[C@H]2S1
**Energy**: -19634.8455 eV

Cartesian coordinates (Å):
C1 2.04743 0.49182 -0.17910
C2 1.15021 1.51266 -0.18904
C3 -0.21705 0.90362 0.03468
N1 -1.37970 1.19130 -0.33843
O1 -2.25575 0.05989 -0.40835
C4 -1.50399 -1.20535 -0.09131
C5 -0.16761 -0.50855 0.43766
S1 1.34291 -1.18527 -0.36411
H1 3.12077 0.30504 0.02762
H2 1.40117 2.58032 -0.18347
H3 -2.15765 -1.85893 0.63746
H4 -1.42065 -1.85235 -1.00320
H5 0.03993 -0.43421 1.61960

Forces on atoms 1 to 3 (eV/Å):
C -0.1 -1.3 0.0
C 0.1 -1.0 1.4
C 0.3 -0.8 -1.5

---

Record 5
DFT (ωB97M-V/def2-TZVPD) results for one molecule with the formula C4H4O3.

Computed properties:
**Charge**: 0
**F_max**: 4.508 eV Å⁻¹
**LUMO level**: -0.393 eV
**HOMO energy**: -9.2 eV
**Gap between HOMO and LUMO**: 8.84 eV
**SMILES**: O=CC1(C=O)CO1
**Energy**: -10350.5761 eV

Cartesian coordinates (Å):
O1 -0.36049 1.90566 0.57426
C1 -0.82141 1.10948 -0.23528
C2 -0.20740 -0.23190 -0.10754
C3 1.11461 0.46114 -0.48740
O2 1.50424 1.50180 0.00529
C4 -0.44804 -1.43226 0.71970
O3 -0.56763 -1.45186 -0.70561
H1 -1.40412 1.42856 -1.10914
H2 1.71017 -0.01589 -1.24798
H3 0.38565 -2.01034 1.12577
H4 -1.39102 -1.52721 1.26585

Forces on atoms 1 to 3 (eV/Å):
O -4.5 -0.1 0.1
C -2.0 1.3 2.4
C 0.0 1.0 -0.4

---

Record 6
DFT (ωB97M-V/def2-TZVPD) results for a 2-piece molecular cluster, C2H7OPS overall.

Computed properties:
**Charge**: 0
**F_max**: 1.533 eV Å⁻¹
**LUMO level**: -0.477 eV
**HOMO energy**: -9.0 eV
**Gap between HOMO and LUMO**: 8.50 eV
**SMILES**: CSC.O=P
**Energy**: -24358.1544 eV

Cartesian coordinates (Å):
C1 0.34623 -1.19792 -0.38241
S1 -1.17479 -0.47933 0.31051
C2 -1.40229 0.84705 -0.91191
H1 0.14829 -1.56950 -1.38432
H2 1.12705 -0.44077 -0.40723
H3 0.64503 -2.01723 0.26253
H4 -0.80581 1.70852 -0.62625
H5 -1.09562 0.47890 -1.88585
H6 -2.45606 1.10482 -0.92774
O1 2.18873 0.98406 1.08769
P1 1.19547 0.96679 2.15825
H7 1.28377 -0.38538 2.70673

Forces on atoms 1 to 3 (eV/Å):
C -0.4 0.2 0.0
S 0.5 0.1 -0.1
C 0.1 -0.2 0.4